2 unconnected molecules or ions with the total composition CH3BrP2. Source: the Open Molecules 2025 dataset; level of theory: wB97M-V/def2-TZVPD.

Geometry as XYZ:
```
7
Properties=species:S:1:pos:R:3:lowdin_charge:R:1
P -0.737 -1.889 -1.583 0.718
C -1.425 -0.575 -1.052 -1.325
Br -1.818 1.166 -0.810 0.626
P 0.725 0.782 1.055 0.593
H 0.394 -0.573 1.203 -0.167
H 0.857 0.472 -0.248 -0.234
H 2.003 0.617 1.436 -0.210
```

Summary:
Kohn-Sham gap = 9.0 eV
highest occupied orbital energy = -9.15 eV
structure (SMILES) = P#CBr.P
E_tot = -89702.365 eV
ΔE to the lowest compared entry with this formula, charge and spin = 1.9496 eV


A molecular structure, C13H28GaN2O2. Source: the Open Molecules 2025 dataset; level of theory: wB97M-V/def2-TZVPD.

Geometry as XYZ:
```
46
Properties=species:S:1:pos:R:3:lowdin_charge:R:1
C 3.742 -3.653 1.139 -0.082
C 4.309 -2.590 0.237 -0.288
O 5.074 -1.647 0.969 -0.158
C 4.630 -0.300 0.945 -0.194
C 3.706 0.110 2.096 -0.236
O 2.508 0.696 1.687 -0.254
C 1.638 -0.197 0.951 -0.374
Ga -0.369 0.063 1.268 0.211
H 3.251 -4.427 0.553 0.073
H 3.012 -3.223 1.820 0.065
H 4.536 -4.108 1.729 0.071
H 4.966 -3.053 -0.506 0.110
H 3.512 -2.074 -0.300 0.105
H 4.105 -0.099 0.008 0.113
H 5.538 0.301 0.960 0.111
H 3.524 -0.783 2.712 0.120
H 4.206 0.848 2.722 0.112
H 1.838 -0.086 -0.119 0.021
H 1.905 -1.228 1.207 0.027
H -0.944 -1.274 2.008 -0.152
H -0.694 1.373 2.151 -0.140
H -1.081 0.138 -0.171 -0.138
C -1.285 2.217 -2.522 -0.131
C 0.135 2.385 -3.036 -0.260
C 0.570 1.249 -3.975 -0.204
C 0.569 -0.056 -3.319 -0.243
N 0.565 -1.050 -2.744 0.159
H -1.383 1.316 -1.918 0.011
H -1.577 3.051 -1.887 0.058
H -1.996 2.165 -3.353 0.073
H 0.834 2.435 -2.198 0.112
H 0.232 3.321 -3.593 0.100
H 1.578 1.418 -4.357 0.109
H -0.103 1.201 -4.835 0.112
C -6.204 -0.153 0.520 -0.118
C -4.957 -0.294 1.382 -0.257
C -4.449 1.046 1.921 -0.196
C -4.070 1.953 0.849 -0.246
N -3.725 2.626 -0.014 0.162
H -6.000 0.463 -0.358 0.068
H -6.551 -1.127 0.174 0.066
H -7.020 0.316 1.077 0.069
H -4.150 -0.759 0.813 0.111
H -5.159 -0.943 2.236 0.106
H -3.558 0.895 2.534 0.105
H -5.208 1.536 2.537 0.115
```

Summary:
Kohn-Sham gap = 7.6 eV
highest occupied orbital energy = -4.52 eV
E_tot = -73384.484 eV
net charge = -1


A molecular structure, C15H20ClNaO19. Source: the Open Molecules 2025 dataset; level of theory: wB97M-V/def2-TZVPD.

Geometry as XYZ:
```
56
Properties=species:S:1:pos:R:3:lowdin_charge:R:1
Na -3.873 -4.429 -0.947 0.064
Cl -0.856 -2.523 -0.331 0.621
O -0.870 -1.087 -0.439 -0.372
O 0.408 -3.153 -0.510 -0.326
O -1.472 -2.914 0.940 -0.379
O -1.778 -2.969 -1.355 -0.462
C 2.212 -1.086 2.105 -0.154
C 1.225 -1.835 2.927 -0.060
O 2.191 -2.601 3.691 0.079
C 3.361 -1.998 3.711 -0.553
O 4.238 -2.250 4.562 0.090
O 3.340 -0.940 2.891 0.080
H 1.742 -0.198 1.682 0.131
H 2.649 -1.680 1.303 0.135
H 0.637 -2.501 2.295 0.112
H 0.529 -1.363 3.621 0.137
C -2.885 0.358 2.365 -0.113
C -1.660 1.267 2.176 -0.149
O -1.170 1.449 3.469 0.102
C -1.636 0.473 4.220 -0.612
O -1.379 0.271 5.385 0.136
O -2.445 -0.300 3.516 0.075
H -2.865 -0.400 1.582 0.123
H -3.805 0.936 2.446 0.137
H -2.078 2.241 1.923 0.126
H -1.000 0.739 1.487 0.113
C -3.334 0.734 -1.518 -0.144
C -2.488 1.801 -1.012 -0.130
O -2.614 2.875 -1.964 0.079
C -3.526 2.491 -2.897 -0.554
O -3.926 3.179 -3.803 0.144
O -3.751 1.183 -2.776 0.092
H -4.204 0.681 -0.862 0.138
H -2.794 -0.213 -1.538 0.119
H -1.444 1.507 -0.898 0.116
H -2.871 2.131 -0.047 0.120
C 2.112 -2.723 -3.412 -0.157
C 3.135 -2.338 -2.360 -0.132
O 3.232 -0.912 -2.468 0.032
C 2.767 -0.581 -3.753 -0.403
O 2.778 0.581 -4.272 0.070
O 2.140 -1.679 -4.303 0.067
H 1.156 -2.894 -2.917 0.116
H 2.386 -3.688 -3.839 0.137
H 4.121 -2.798 -2.435 0.124
H 2.941 -2.639 -1.330 0.113
C 1.531 2.026 -0.560 -0.050
C 1.338 3.213 -1.576 -0.086
O 0.726 4.248 -0.849 0.096
C 0.394 3.808 0.321 -0.601
O -0.282 4.533 1.105 0.072
O 0.752 2.568 0.560 0.045
H 2.566 1.840 -0.271 0.124
H 1.179 1.021 -0.794 0.110
H 0.886 2.913 -2.521 0.136
H 2.336 3.625 -1.723 0.130
```

Summary:
multiplicity = 2
Kohn-Sham gap (spin up / spin down) = 3.7 / 10.3 eV
highest occupied orbital energy (spin up / spin down) = -1.97 / -8.43 eV
E_tot = -71713.677 eV
net charge = -1


A molecular structure, C5H15NO4. Source: the Open Molecules 2025 dataset; level of theory: wB97M-V/def2-TZVPD.

Geometry as XYZ:
```
25
Properties=species:S:1:pos:R:3:lowdin_charge:R:1
C -1.387 0.603 -0.436 -0.248
N -1.782 0.327 -1.841 -0.099
C -2.983 -0.618 -1.962 -0.564
O -4.143 0.027 -2.098 -0.363
C 0.029 0.115 -0.098 -0.233
C 0.443 0.453 1.331 -0.232
C 1.869 -0.006 1.707 -0.423
O 2.230 0.435 2.968 -0.294
H -2.113 0.115 0.219 0.100
H -1.428 1.679 -0.247 0.103
H -2.148 1.180 -2.241 0.082
H -2.738 -1.269 -2.850 0.073
H -2.937 -1.272 -1.069 0.072
H 0.727 0.568 -0.806 0.097
H 0.065 -0.968 -0.253 0.108
H -0.247 0.063 2.084 0.101
H 0.397 1.537 1.510 0.101
H 1.880 -1.108 1.656 0.096
H 2.563 0.397 0.931 0.101
H 0.883 -0.789 -2.735 0.003
H -0.522 -0.269 -2.993 -0.014
O 0.296 -0.581 -3.485 -0.156
H 3.403 0.014 3.295 -0.054
H 4.107 -0.824 4.533 -0.048
O 4.393 -0.394 3.704 -0.310
```

Summary:
Kohn-Sham gap = 7.1 eV
highest occupied orbital energy = -0.78 eV
E_tot = -15106.900 eV
net charge = -2
ΔE to the lowest compared entry with this formula, charge and spin = 0.0000 eV


A molecular structure, C31H28Cl2LaN6OS2Si. Source: the Open Molecules 2025 dataset; level of theory: wB97M-V/def2-TZVPD.

Geometry as XYZ:
```
72
Properties=species:S:1:pos:R:3:lowdin_charge:R:1
La -0.180 -0.524 0.052 1.670
N 4.333 0.256 1.473 0.194
C 3.831 0.259 2.766 -0.173
C 4.450 0.361 4.006 -0.004
C 3.620 0.321 5.108 -0.067
C 2.230 0.179 4.981 -0.061
C 1.623 0.078 3.747 0.004
C 2.448 0.123 2.625 -0.213
N 2.128 0.051 1.273 0.037
C 3.277 0.128 0.634 -0.271
C 3.373 0.083 -0.821 -0.321
C 4.485 0.236 -1.595 -0.319
S 4.068 0.086 -3.243 1.105
C 2.446 -0.169 -2.798 -0.437
N 2.211 -0.145 -1.519 -0.050
H 5.299 0.320 1.207 0.169
H 5.521 0.466 4.108 0.116
H 4.052 0.397 6.096 0.111
H 1.623 0.144 5.875 0.111
H 0.551 -0.041 3.661 0.101
H 5.500 0.430 -1.293 0.082
H 1.678 -0.344 -3.537 0.073
Cl -3.028 -2.568 3.746 0.740
C -2.720 -0.875 3.712 -0.586
C -3.226 -0.069 4.755 -0.107
C -3.006 1.278 4.764 -0.602
Cl -3.641 2.243 6.054 0.721
C -2.260 1.900 3.726 -0.169
C -1.980 3.280 3.654 -0.003
C -1.245 3.766 2.607 -0.027
C -0.784 2.869 1.626 -0.125
N -1.020 1.578 1.662 0.019
C -1.758 1.081 2.693 -0.203
C -1.994 -0.331 2.675 -0.422
O -1.498 -1.022 1.669 -0.423
H -3.794 -0.535 5.547 0.111
H -2.350 3.937 4.429 0.098
H -1.014 4.817 2.522 0.112
H -0.208 3.234 0.782 0.114
C -4.106 1.493 -0.122 0.000
N -4.060 0.667 -1.314 -0.108
C -5.112 -0.078 -1.811 -0.034
C -4.660 -0.740 -2.898 -0.046
N -3.346 -0.376 -3.062 0.105
C -2.982 0.493 -2.100 -0.761
S -1.455 1.276 -1.957 0.506
H -5.147 1.698 0.110 0.103
H -3.575 2.423 -0.312 0.085
H -3.641 0.970 0.714 0.084
H -6.073 -0.080 -1.331 0.131
H -5.141 -1.445 -3.549 0.132
H -2.693 -0.770 -3.729 0.125
C -2.944 -3.308 -0.782 -0.246
Si -1.133 -3.017 -1.339 0.454
C -0.279 -4.670 -0.909 -0.266
C -1.226 -3.054 -3.263 -0.325
C -0.770 -2.001 -4.061 -0.189
C -0.871 -2.014 -5.447 -0.100
C -1.437 -3.109 -6.082 -0.090
C -1.891 -4.176 -5.318 -0.080
C -1.785 -4.143 -3.937 -0.102
H -3.431 -4.093 -1.365 0.023
H -3.562 -2.412 -0.857 -0.013
H -2.963 -3.609 0.267 0.015
H -0.764 -5.524 -1.387 0.018
H -0.305 -4.847 0.168 0.014
H 0.769 -4.678 -1.217 0.011
H -0.341 -1.125 -3.578 0.034
H -0.508 -1.176 -6.031 0.103
H -1.520 -3.133 -7.160 0.104
H -2.330 -5.038 -5.805 0.105
H -2.151 -4.992 -3.371 0.098
```

Summary:
Kohn-Sham gap = 6.4 eV
highest occupied orbital energy = -9.23 eV
E_tot = -99042.236 eV
net charge = +1
ΔE to the lowest compared entry with this formula, charge and spin = 0.0238 eV


A single C9H10 molecule. Source: the Open Molecules 2025 dataset; level of theory: wB97M-V/def2-TZVPD.

Geometry as XYZ:
```
19
Properties=species:S:1:pos:R:3:lowdin_charge:R:1
C -1.039 -1.268 -0.387 -0.049
C -2.242 -1.148 0.190 -0.127
C -1.113 1.219 -0.421 -0.018
C -2.445 1.239 -0.059 -0.100
C -0.336 -0.017 -0.410 -0.221
C -2.646 0.100 0.618 0.019
C 0.981 0.010 -0.085 -0.255
C 1.770 1.221 0.298 -0.054
C 1.895 -1.229 0.052 -0.037
H -0.654 -2.272 -0.642 0.128
H -2.631 -2.123 0.312 0.094
H -0.639 2.105 -0.525 0.068
H -3.135 2.036 0.136 0.103
H 1.036 1.966 0.371 0.041
H 2.369 1.356 -0.587 0.094
H 2.411 1.159 1.178 0.090
H 1.356 -2.009 0.385 0.010
H 2.800 -0.859 0.618 0.087
H 2.262 -1.486 -1.041 0.128
```

Summary:
Kohn-Sham gap (spin up / spin down) = 7.6 / 6.8 eV
highest occupied orbital energy (spin up / spin down) = -7.79 / -6.69 eV
E_tot = -9489.349 eV
ΔE to the lowest compared entry with this formula, charge and spin = 4.0731 eV


Computed largest force on an atom (eV/Å) in order:
2.4 0.3 6.7 1.0 2.2 5.6